DFT (ωB97M-V/def2-TZVPD) results for an isolated molecule of C4H6Cl2O in a non-equilibrium geometry.

Last column: natural (NBO) charge in e.
Geometry (Å):
1 C -1.11 -0.09 -0.58  -0.0423
2 C -2.31 0.02 0.01  -0.0820
3 C -0.47 -1.36 -0.85  -0.6389
4 C -0.10 1.07 -0.75  -0.0695
5 O 0.81 1.02 0.30  -0.7149
6 Cl -3.13 1.58 0.10  -0.0034
7 Cl -3.40 -1.28 0.27  0.0352
8 H 0.18 -1.28 -1.62  0.2132
9 H -1.28 -2.12 -1.18  0.2210
10 H -0.02 -1.83 -0.01  0.2406
11 H 0.37 0.66 -1.63  0.1750
12 H -0.52 1.97 -1.00  0.1839
13 H 0.56 1.45 1.11  0.4820

Calculated values
E_HOMO = -9.2 eV
ΔE to the lowest compared entry with this formula, charge and spin = 28.7 kcal per mole
SMILES = CC(CO)=C(Cl)Cl
maximum force = 5.09 eV/Å
frontier orbital gap = 9.90 eV